Density functional theory data (ωB97M-V/def2-TZVPD) for a structure of composition Br2ClHNP at a distorted geometry.

Positions of all 6 atoms, in Å:
N (-1.37, -0.50, -0.16)
P (0.00, 0.18, -0.32)
Cl (0.52, 0.57, -2.16)
Br (1.94, -1.73, 0.97)
Br (0.34, 2.05, 0.83)
H (-1.43, -0.57, 0.85)

Summary:
* F_max: 2.33 eV/A
* total charge: 0
* gap between HOMO and LUMO (spin up / spin down): 6.891 / 6.808 eV
* LUMO (spin up / spin down): -2.947 / -2.981 eV
* DFT total energy: -163402.1263 eV

Mulliken atomic charge list, values in e, 2 entries:
1. N -0.49
2. P 0.64